# 1
11
Properties=species:S:1:pos:R:3:lowdin_charge:R:1 method="wB97M-V/def2-TZVPD" total_charge=+2 homo_energy_ev="-17.87 / -18.09" max_force_ev_per_a=3.16 homo_lumo_gap_ev="5.8 / 7.7" multiplicity=5 s_squared=6.32 lumo_energy_ev="-12.08 / -10.39"
O 1.6777 -0.7777 -0.1590 -0.365
C 1.1345 0.4399 -0.2382 -0.321
C -0.0857 0.8014 -0.6408 0.097
Li 3.2466 -1.0384 -1.0759 0.891
Cr 0.6536 -2.2509 0.4726 1.288
H 0.1575 1.7758 -1.1897 0.146
H 1.7087 1.4317 -0.2587 0.162
H -0.8303 0.0277 -0.8345 0.089
H -1.8085 0.1210 1.1577 -0.011
O -2.5043 -0.4270 1.5449 -0.041
H -3.3497 -0.1035 1.2215 0.065


# 2
67
Properties=species:S:1:pos:R:3:lowdin_charge:R:1 method="wB97M-V/def2-TZVPD" total_charge=+4 homo_energy_ev="-18.89 / -17.84" max_force_ev_per_a=4.05 homo_lumo_gap_ev="5.4 / 4.3" multiplicity=2 s_squared=1.21 lumo_energy_ev="-13.45 / -13.51" e_above_lowest_kj_mol=466.1
Re -0.5493 0.6395 -0.7276 1.440
Br 3.6737 -3.4487 -2.5568 0.976
C 2.8067 -2.1694 -1.5538 -0.668
C 2.8862 -0.8424 -1.7940 -0.066
C 2.0815 0.0923 -1.0720 -0.153
N 1.2118 -0.2185 -0.1022 -0.107
C 1.3141 -1.5493 0.4669 -0.343
C 2.0368 -2.6566 -0.3792 -0.130
C -0.9407 -2.2640 0.1752 -0.305
C -1.4856 -3.5166 0.3183 -0.006
C -2.5715 -3.8679 -0.4822 -0.656
Br -3.3488 -5.5339 -0.3396 0.976
C -3.0511 -2.9239 -1.3953 -0.044
C -2.4471 -1.6977 -1.4627 -0.060
N -1.3870 -1.3326 -0.6880 -0.021
H 3.5128 -0.4606 -2.5891 0.134
H 2.1658 1.1426 -1.3260 0.095
H 1.4954 -3.5863 -0.5428 0.172
H -1.0786 -4.1967 1.0531 0.136
H -3.8885 -3.1493 -2.0407 0.134
H -2.8078 -0.9610 -2.1626 0.115
C -3.6071 1.9903 1.9939 0.004
C -4.6057 2.4729 1.1585 0.027
C -4.4227 2.4272 -0.2171 0.049
C -3.2498 1.9032 -0.7256 -0.181
N -2.2796 1.4314 0.0971 -0.084
C -2.4586 1.4772 1.4285 -0.084
C -2.9199 1.7786 -2.1506 -0.196
C -3.7154 2.2030 -3.1978 0.049
C -3.2793 2.0098 -4.5025 0.029
C -2.0552 1.3930 -4.7269 0.009
C -1.3081 0.9870 -3.6408 -0.088
N -1.7268 1.1717 -2.3753 -0.104
H -3.7136 2.0110 3.0693 0.134
H -5.5194 2.8797 1.5722 0.143
H -5.1920 2.7960 -0.8805 0.134
H -1.6473 1.0957 2.0363 0.116
H -4.6649 2.6829 -3.0075 0.134
H -3.8907 2.3360 -5.3341 0.143
H -1.6835 1.2247 -5.7281 0.137
H -0.3498 0.4976 -3.7659 0.119
C 2.2957 5.2509 -1.5938 -0.056
C 0.9928 5.0628 -0.7986 -0.170
C 0.5590 3.6749 -0.7570 -0.065
N 0.2152 2.5763 -0.7279 0.052
H 2.5487 6.3084 -1.5807 0.099
H 2.1750 4.9442 -2.6308 0.089
H 3.1186 4.7004 -1.1419 0.085
H 0.1705 5.6413 -1.2278 0.143
H 1.1059 5.3864 0.2404 0.143
O 2.9897 -2.8271 0.7525 0.188
C 2.4440 -1.8185 1.4332 0.082
O 0.0786 -1.9123 1.0317 0.039
C 2.9301 -1.4064 2.7764 -0.103
N 4.1669 -2.2233 3.1357 0.135
C 3.9594 -2.7674 4.5484 -0.048
C 2.4575 -2.9482 4.6059 -0.113
C 1.9268 -1.6798 3.9332 -0.063
H 3.2280 -0.3552 2.7614 0.195
H 5.0218 -1.6675 3.0707 0.203
H 4.2834 -3.0079 2.4877 0.180
H 4.3143 -2.0040 5.2386 0.155
H 4.5545 -3.6698 4.6633 0.156
H 2.1086 -3.0477 5.6317 0.151
H 2.1566 -3.8475 4.0639 0.137
H 1.9466 -0.8384 4.6246 0.146
H 0.9123 -1.7923 3.5571 0.128


# 3
19
Properties=species:S:1:pos:R:3:lowdin_charge:R:1 method="wB97M-V/def2-TZVPD" total_charge=+1 homo_energy_ev=-13.80 max_force_ev_per_a=1.50 homo_lumo_gap_ev=10.6 multiplicity=1 lumo_energy_ev=-3.18 e_above_lowest_kj_mol=54.6
C 0.9481 0.6290 0.8466 -0.247
C -0.4698 0.3056 1.3133 -0.162
C -1.6579 0.5924 0.3768 -0.134
N -1.2583 1.2294 -0.9249 0.137
N 1.2424 0.1853 -0.5195 0.005
H 1.0623 1.7049 0.9058 0.115
H 1.6516 0.2196 1.5630 0.118
H -0.6015 0.9342 2.1996 0.118
H -0.4891 -0.7267 1.6887 0.123
H -2.2932 1.3253 0.8555 0.120
H -2.2788 -0.2874 0.1728 0.134
H -1.2325 2.2636 -0.9303 0.173
H -0.2748 0.8441 -1.2043 0.134
H -1.9651 1.0019 -1.6505 0.171
H 2.0345 0.6511 -0.9230 0.096
H 1.2723 -0.8200 -0.5803 0.054
H 2.1886 -3.2268 -0.9424 0.036
H 0.8469 -3.8512 -1.2112 0.076
O 1.2744 -2.9742 -1.0358 -0.068


# 4
15
Properties=species:S:1:pos:R:3:lowdin_charge:R:1 method="wB97M-V/def2-TZVPD" total_charge=+1 homo_energy_ev=-13.46 smiles="CN1C[C@]1(I)C=[NH2+]" max_force_ev_per_a=6.16 homo_lumo_gap_ev=8.3 multiplicity=1 lumo_energy_ev=-5.18 e_above_lowest_kj_mol=302.3
C -1.4374 -0.5092 0.2983 -0.068
C 1.0730 -0.3712 0.5733 -0.017
C -0.0487 -0.6655 -0.3576 -0.697
C -0.8349 1.7797 -0.5684 -0.035
N -1.0003 0.3327 -0.7288 -0.190
N 2.1101 -1.1585 0.7025 0.228
I 0.1908 -2.0915 -2.1122 0.829
H -2.0715 -1.1924 -0.0076 0.057
H -1.4521 -0.0817 1.4074 0.183
H 1.0410 0.6206 1.1530 0.184
H -0.2897 2.1398 0.2411 0.047
H -0.3803 2.1923 -1.5451 0.132
H -1.9355 1.9577 -0.5668 0.120
H 2.2183 -2.0221 0.1914 0.110
H 2.8172 -0.9306 1.3195 0.117


# 5
115
Properties=species:S:1:pos:R:3:lowdin_charge:R:1 method="wB97M-V/def2-TZVPD" total_charge=+3 homo_energy_ev=-15.37 max_force_ev_per_a=2.49 homo_lumo_gap_ev=6.0 multiplicity=1 lumo_energy_ev=-9.32 e_above_lowest_kj_mol=195.8
Ti 0.2612 -0.7481 -0.0588 1.124
C -2.1268 3.6567 -3.0056 -0.037
N -2.5485 3.8059 -1.6205 -0.132
C -3.2390 5.0620 -1.3248 -0.024
C -2.3121 2.8513 -0.6858 -0.417
N -1.2492 2.0827 -0.6593 0.053
C -0.0456 2.6322 -1.2494 -0.219
C 1.1765 2.2758 -0.4200 -0.110
N 1.5677 0.8262 -0.3228 -0.249
C 2.5437 0.7072 0.8060 -0.132
C 3.0297 -0.7145 1.0053 -0.191
N 1.9161 -1.6745 0.8996 -0.027
C 2.1744 -2.9081 1.3633 -0.418
N 1.1538 -3.7826 1.6304 -0.157
C 0.2120 -3.5369 2.7157 -0.016
C 1.3533 -5.2092 1.3657 -0.050
N 3.4324 -3.3588 1.5192 -0.116
C 4.5184 -3.1592 0.5563 -0.016
C 3.7713 -4.2503 2.6344 -0.005
C 2.1596 0.3501 -1.6002 -0.133
C 1.1061 -0.0022 -2.6614 -0.185
N -0.1497 -0.5394 -2.0725 -0.070
C -1.1233 -0.7966 -2.9625 -0.374
N -0.8609 -0.8932 -4.2936 -0.139
C -1.7346 -0.2445 -5.2730 -0.020
C 0.0893 -1.8452 -4.8711 -0.028
N -2.4005 -0.9347 -2.5785 -0.103
C -3.3483 -1.7259 -3.3591 -0.018
C -3.0250 -0.1730 -1.5037 -0.034
N -3.2707 2.6603 0.3060 -0.151
C -2.8538 2.9198 1.6870 -0.041
C -4.6784 2.9490 0.0434 -0.060
H -2.9440 3.9779 -3.6543 0.105
H -1.9102 2.6103 -3.2143 0.074
H -1.2500 4.2625 -3.2469 0.100
H -2.6809 5.8821 -1.7773 0.105
H -3.2732 5.2384 -0.2536 0.091
H -4.2525 5.0758 -1.7293 0.099
H -0.0745 3.7264 -1.2487 0.136
H 0.1072 2.3392 -2.2900 0.089
H 1.0120 2.6309 0.5947 0.135
H 2.0389 2.8053 -0.8323 0.143
H 2.0433 1.0637 1.7029 0.129
H 3.4063 1.3482 0.6160 0.154
H 3.5014 -0.7742 1.9870 0.150
H 3.8036 -0.9331 0.2759 0.088
H 0.0656 -2.4775 2.8566 0.056
H 0.5823 -3.9587 3.6550 0.111
H -0.7410 -4.0199 2.4928 0.099
H 1.5939 -5.7739 2.2687 0.100
H 2.1373 -5.3585 0.6278 0.092
H 0.4213 -5.6109 0.9618 0.097
H 4.1224 -2.9326 -0.4327 0.090
H 5.0715 -4.0947 0.4833 0.110
H 5.2225 -2.3842 0.8630 0.104
H 2.9770 -4.2624 3.3761 0.097
H 4.6712 -3.8665 3.1154 0.113
H 3.9739 -5.2667 2.2948 0.103
H 2.7479 -0.5442 -1.3975 0.107
H 2.8353 1.0979 -2.0134 0.155
H 1.5852 -0.7210 -3.3211 0.098
H 0.8643 0.8635 -3.2741 0.123
H -2.3671 0.4977 -4.7902 0.094
H -2.3617 -0.9561 -5.8138 0.098
H -1.1046 0.2667 -6.0016 0.108
H 0.8519 -1.3356 -5.4635 0.106
H -0.4537 -2.5253 -5.5320 0.105
H 0.5580 -2.4515 -4.1007 0.033
H -4.0435 -1.0922 -3.9125 0.106
H -3.9294 -2.3369 -2.6663 0.102
H -2.8305 -2.3859 -4.0487 0.091
H -2.2886 0.4166 -0.9689 0.031
H -3.5456 -0.8407 -0.8176 0.091
H -3.7673 0.5042 -1.9344 0.108
H -1.8455 2.5423 1.8416 0.075
H -3.5307 2.4130 2.3770 0.090
H -2.8771 3.9888 1.9237 0.099
H -4.8972 2.8139 -1.0145 0.093
H -4.9832 3.9548 0.3435 0.090
H -5.2942 2.2472 0.6098 0.093
O -3.9208 -1.0941 3.5147 0.066
C -2.7264 -0.9242 4.1756 -0.258
C -2.7097 -1.1180 5.5478 0.023
C -1.5211 -0.9982 6.2466 -0.034
C -0.3417 -0.6734 5.5817 -0.053
C -0.3601 -0.4990 4.2100 -0.047
C -1.5470 -0.6425 3.4937 -0.126
C -1.6028 -0.4941 1.9971 -0.296
O -0.3605 -0.2059 1.4218 -0.189
N -2.0815 -1.7055 1.2860 0.045
N -1.2765 -2.2052 0.3075 -0.068
C -1.5936 -3.3065 -0.2758 -0.146
C -0.8609 -3.9180 -1.3600 -0.527
Br 0.9422 -3.3084 -1.5796 1.030
C -1.4150 -4.8232 -2.1807 -0.048
C -0.8810 -5.4968 -3.3596 -0.244
C -1.7660 -5.7210 -4.4224 -0.032
C -1.3306 -6.3285 -5.5863 -0.048
C -0.0147 -6.7624 -5.6898 -0.037
C 0.8596 -6.5907 -4.6227 -0.047
C 0.4351 -5.9585 -3.4668 -0.064
H -4.0221 -0.4645 2.7917 0.102
H -3.6394 -1.3517 6.0530 0.137
H -1.5191 -1.1405 7.3194 0.124
H 0.5823 -0.5596 6.1338 0.116
H 0.5511 -0.2443 3.6820 0.109
H -2.2944 0.3039 1.7230 0.127
H -2.7358 -2.3121 1.7594 0.151
H -2.5016 -3.8232 0.0321 0.158
H -2.4616 -5.0434 -1.9692 0.142
H -2.8027 -5.4114 -4.3290 0.119
H -2.0216 -6.4894 -6.4043 0.121
H 0.3210 -7.2630 -6.5892 0.123
H 1.8723 -6.9683 -4.6904 0.119
H 1.1104 -5.8887 -2.6235 0.082